(1)
{
  "formula": "C20H15CdCl3N4O3",
  "method": "ωB97M-V/def2-TZVPD",
  "species": ["Cd", "Cl", "C", "C", "C", "Cl", "C", "O", "C", "Cl", "C", "H", "H", "N", "C", "C", "O", "O", "H", "H", "H", "H", "N", "C", "C", "C", "C", "C", "C", "N", "C", "C", "C", "C", "N", "C", "C", "H", "H", "H", "H", "H", "H", "H", "H", "H"],
  "coordinates": [[0.683, -2.720, -1.480], [-4.255, -7.637, 0.464], [-3.360, -6.189, 0.138], [-2.380, -6.199, -0.836], [-1.681, -5.033, -1.082], [-0.447, -5.001, -2.313], [-1.896, -3.822, -0.390], [-1.235, -2.729, -0.616], [-2.917, -3.885, 0.587], [-3.253, -2.438, 1.472], [-3.634, -5.033, 0.853], [-2.168, -7.097, -1.399], [-4.400, -5.026, 1.615], [2.783, -3.687, -1.700], [3.497, -2.645, -2.481], [2.551, -1.815, -3.403], [3.074, -0.953, -4.080], [1.299, -2.115, -3.343], [3.385, -4.056, -0.974], [2.576, -4.459, -2.324], [4.265, -3.069, -3.128], [3.984, -1.951, -1.797], [-0.891, 3.921, 0.960], [-0.718, 5.130, 1.585], [-1.588, 6.181, 1.857], [-1.049, 7.281, 2.490], [0.308, 7.331, 2.846], [1.167, 6.287, 2.578], [0.648, 5.166, 1.930], [1.262, 4.003, 1.527], [0.330, 3.288, 0.959], [0.530, 1.964, 0.379], [-0.444, 1.347, -0.405], [-0.222, 0.076, -0.894], [0.900, -0.608, -0.650], [1.849, -0.003, 0.069], [1.714, 1.265, 0.594], [-1.761, 3.548, 0.629], [-2.637, 6.139, 1.592], [-1.681, 8.131, 2.712], [0.683, 8.216, 3.343], [2.210, 6.322, 2.864], [-1.371, 1.841, -0.658], [-0.977, -0.413, -1.495], [2.758, -0.568, 0.233], [2.512, 1.715, 1.168]],
  "forces_ev_per_a": [[-0.14, -0.21, 0.86], [-0.07, -0.10, 0.04], [0.08, 0.12, -0.03], [0.04, -0.06, -0.07], [-0.17, 0.26, 0.31], [-0.16, -0.65, -0.33], [-0.12, -0.12, -0.02], [-0.21, -0.11, 0.24], [0.13, -0.02, -0.14], [-0.05, 0.07, 0.09], [0.01, -0.03, -0.03], [0.00, 0.01, 0.00], [-0.01, 0.00, -0.01], [0.26, 0.16, -0.18], [-0.16, 0.13, -0.28], [0.08, 0.03, 0.19], [0.00, -0.14, -0.01], [0.55, 0.33, -1.20], [-0.04, -0.01, 0.09], [-0.04, -0.11, 0.06], [0.05, -0.02, 0.06], [-0.02, -0.02, 0.03], [0.02, -0.18, -0.06], [0.33, 0.13, 0.06], [-0.08, 0.01, 0.04], [-0.03, -0.02, -0.04], [0.08, 0.05, 0.04], [0.04, -0.05, 0.03], [-0.46, 0.15, -0.04], [0.24, -0.30, -0.05], [-0.10, 0.41, 0.15], [-0.10, -0.38, -0.25], [0.11, 0.12, 0.08], [0.01, 0.07, 0.03], [-0.10, 0.56, 0.28], [0.07, -0.09, -0.01], [0.02, 0.14, 0.05], [-0.02, -0.04, -0.02], [0.02, 0.02, -0.02], [-0.02, -0.03, 0.02], [0.01, -0.01, 0.00], [0.00, 0.01, -0.04], [-0.03, -0.01, 0.00], [-0.01, -0.07, 0.03], [0.00, 0.01, 0.02], [-0.02, 0.00, 0.02]],
  "nbo_charge": [1.680, 0.002, -0.074, -0.229, -0.123, -0.024, 0.306, -0.883, -0.098, 0.011, -0.227, 0.238, 0.241, -0.915, -0.365, 0.762, -0.640, -0.904, 0.388, 0.388, 0.215, 0.211, -0.542, 0.174, -0.264, -0.199, -0.227, -0.189, 0.063, -0.427, 0.348, -0.020, -0.228, 0.074, -0.561, 0.057, -0.211, 0.418, 0.218, 0.217, 0.217, 0.226, 0.216, 0.227, 0.198, 0.252],
  "charge": 0,
  "largest_force_ev_per_a": 1.4,
  "total_energy_ev": -75220.1167,
  "e_lumo_ev": -0.6,
  "gap_ha": 0.2718
}


(2)
{
  "formula": "C20H15Cl2NO4S",
  "method": "ωB97M-V/def2-TZVPD",
  "species": ["O", "C", "O", "H", "C", "C", "C", "C", "C", "C", "H", "H", "Cl", "S", "O", "O", "N", "C", "C", "C", "C", "C", "C", "Cl", "H", "H", "H", "H", "C", "C", "C", "C", "C", "C", "C", "H", "H", "H", "H", "H", "H", "H", "H"],
  "coordinates": [[2.121, -2.151, -3.226], [2.109, -3.114, -2.503], [2.564, -4.312, -2.895], [2.879, -4.260, -3.811], [1.606, -3.108, -1.108], [1.022, -1.937, -0.625], [0.553, -1.885, 0.667], [0.659, -2.999, 1.491], [1.237, -4.173, 1.018], [1.709, -4.224, -0.279], [2.161, -5.126, -0.659], [1.309, -5.028, 1.670], [0.062, -2.893, 3.084], [-0.226, -0.411, 1.374], [-1.590, -0.730, 1.656], [0.621, 0.041, 2.439], [-0.176, 0.649, 0.095], [-1.389, 1.212, -0.357], [-2.269, 1.819, 0.530], [-3.457, 2.365, 0.080], [-3.771, 2.328, -1.268], [-2.902, 1.736, -2.167], [-1.721, 1.175, -1.710], [-0.652, 0.425, -2.842], [-3.136, 1.699, -3.219], [-4.694, 2.760, -1.624], [-4.132, 2.829, 0.782], [-2.006, 1.846, 1.576], [1.040, 1.437, -0.085], [0.825, 2.858, 0.363], [0.854, 3.172, 1.716], [0.583, 4.462, 2.137], [0.276, 5.446, 1.211], [0.240, 5.136, -0.137], [0.511, 3.847, -0.560], [0.479, 3.605, -1.613], [-0.001, 5.900, -0.862], [0.063, 6.452, 1.541], [0.609, 4.701, 3.190], [1.079, 2.396, 2.432], [1.806, 0.949, 0.519], [1.332, 1.406, -1.141], [0.937, -1.086, -1.281]],
  "forces_ev_per_a": [[-0.05, 0.06, 0.02], [0.03, 0.35, -0.32], [0.12, -0.55, 0.04], [-0.12, 0.25, 0.16], [-0.09, -0.06, 0.34], [0.17, -0.11, -0.28], [-0.26, 0.45, 0.33], [0.18, -0.14, -0.30], [-0.15, 0.26, 0.18], [-0.01, 0.21, -0.22], [0.02, -0.07, 0.00], [0.00, -0.07, 0.08], [-0.02, -0.56, 0.61], [0.16, -0.34, -0.51], [-0.04, 0.10, -0.28], [0.15, 0.15, -0.27], [-0.10, -0.68, 0.71], [-0.63, -0.04, -0.27], [-0.03, 0.08, -0.15], [0.04, 0.03, 0.09], [0.04, -0.03, -0.03], [0.02, 0.03, -0.03], [-0.06, 0.06, 0.22], [0.09, -0.08, -0.17], [0.01, -0.02, -0.09], [-0.08, 0.04, -0.04], [-0.06, 0.04, 0.07], [-0.02, 0.06, 0.10], [0.37, 0.22, 0.03], [0.12, 0.05, -0.01], [0.05, 0.00, -0.02], [0.00, 0.00, 0.08], [-0.03, 0.08, -0.01], [-0.04, 0.10, -0.04], [0.10, -0.09, 0.04], [-0.01, -0.05, -0.13], [-0.02, 0.06, -0.06], [-0.01, 0.08, 0.03], [0.01, 0.02, 0.09], [0.02, -0.04, 0.08], [0.13, 0.14, -0.17], [-0.01, -0.06, 0.13], [-0.02, 0.06, -0.06]],
  "nbo_charge": [-0.586, 0.779, -0.684, 0.505, -0.200, -0.086, -0.365, 0.004, -0.236, -0.128, 0.238, 0.236, 0.074, 2.336, -0.917, -0.935, -0.741, 0.191, -0.204, -0.198, -0.194, -0.231, -0.059, 0.018, 0.229, 0.219, 0.220, 0.234, -0.263, 0.034, -0.241, -0.194, -0.214, -0.210, -0.224, 0.211, 0.214, 0.213, 0.213, 0.237, 0.237, 0.217, 0.254],
  "charge": 0,
  "largest_force_ev_per_a": 1.0,
  "total_energy_ev": -66544.0020,
  "e_lumo_ev": -0.1,
  "relative_energy_ev": 0.016,
  "gap_ha": 0.3358
}


(3)
{
  "formula": "C20H15Cl5CuN2O4",
  "method": "ωB97M-V/def2-TZVPD",
  "species": ["Cu", "C", "O", "C", "C", "C", "C", "C", "C", "N", "N", "C", "C", "O", "C", "C", "C", "C", "C", "C", "C", "C", "H", "H", "H", "H", "H", "H", "H", "H", "H", "H", "H", "H", "H", "Cl", "C", "Cl", "H", "H", "Cl", "C", "Cl", "Cl", "C", "O", "O"],
  "coordinates": [[-1.562, -0.541, -0.422], [-1.349, -0.905, 4.264], [-0.838, -0.533, 2.985], [0.479, -0.622, 2.762], [1.424, -0.933, 3.819], [2.767, -0.894, 3.731], [3.666, -0.448, 2.684], [3.573, -0.373, 1.358], [0.922, -0.410, 1.511], [0.488, -0.811, -0.114], [2.643, 0.473, -0.728], [2.487, 1.553, -1.357], [1.378, 2.554, -0.997], [0.654, 2.327, -0.061], [1.281, 3.762, -1.812], [2.145, 3.984, -2.806], [3.221, 3.064, -3.172], [4.062, 3.368, -4.238], [5.068, 2.492, -4.611], [5.241, 1.298, -3.924], [4.411, 0.983, -2.861], [3.407, 1.861, -2.478], [-0.957, -0.259, 5.049], [-1.128, -1.950, 4.486], [-2.423, -0.770, 4.186], [1.015, -1.240, 4.770], [3.275, -1.170, 4.648], [4.647, -0.170, 3.062], [4.382, 0.028, 0.768], [0.490, 4.456, -1.563], [2.064, 4.890, -3.397], [3.918, 4.294, -4.781], [5.714, 2.738, -5.444], [6.018, 0.608, -4.224], [4.519, 0.049, -2.324], [-3.515, -1.409, 0.252], [-4.852, -0.513, -0.624], [-4.283, 0.508, -1.911], [-5.339, 0.074, 0.144], [-5.493, -1.293, -1.013], [-1.166, -0.262, -2.631], [2.468, -2.241, 0.062], [4.103, -2.712, 0.131], [1.980, -0.737, 0.393], [1.441, -3.291, -0.126], [1.776, -4.450, -0.249], [0.181, -2.951, 0.005]],
  "forces_ev_per_a": [[0.41, -0.02, -0.96], [-0.06, 0.04, -0.05], [-0.13, -0.14, -0.17], [0.60, -0.03, 0.27], [-0.07, 0.10, -0.25], [-0.07, 0.02, 0.17], [-0.18, -0.08, 0.01], [-0.46, 0.88, -0.19], [-2.66, -0.34, -1.72], [-0.91, 1.07, 3.10], [1.43, -0.67, -1.38], [-1.10, 0.24, 0.53], [0.16, -0.09, -0.18], [-0.09, -0.17, 0.34], [0.04, 0.03, -0.11], [-0.02, 0.05, 0.01], [0.02, 0.00, -0.03], [0.03, -0.03, -0.01], [-0.01, 0.01, 0.00], [0.02, 0.00, -0.01], [-0.01, -0.05, 0.04], [-0.10, 0.15, 0.03], [-0.01, 0.01, 0.00], [-0.01, -0.01, 0.00], [0.00, -0.01, 0.02], [-0.04, 0.00, -0.01], [0.07, 0.02, -0.04], [-0.01, 0.00, -0.02], [-0.01, -0.14, -0.10], [-0.01, -0.01, 0.00], [0.00, 0.00, 0.00], [-0.01, 0.00, 0.01], [0.00, -0.01, 0.00], [0.00, -0.01, 0.01], [0.02, 0.00, -0.01], [-0.34, 0.12, 0.11], [0.10, -0.12, 0.12], [-0.18, -0.06, 0.18], [-0.02, 0.03, -0.03], [0.00, 0.01, -0.02], [0.04, 0.21, -0.08], [-0.55, -0.62, -0.63], [0.06, 0.05, -0.11], [4.04, -0.38, 1.20], [-0.23, -0.20, 0.24], [-0.05, 0.00, -0.08], [0.31, 0.16, -0.18]],
  "mulliken_spin": [0.003, -0.001, 0.013, 0.038, -0.027, 0.038, -0.012, 0.010, -0.021, 0.223, 0.041, -0.007, -0.003, 0.001, 0.000, 0.000, 0.000, 0.000, 0.001, 0.000, 0.005, 0.013, 0.001, 0.000, 0.000, -0.001, 0.002, -0.001, -0.001, 0.000, 0.000, 0.000, 0.000, 0.000, 0.001, 0.000, 0.000, 0.000, 0.000, 0.000, -0.001, -0.026, 0.005, 0.010, -0.005, 0.057, 0.645],
  "charge": 0,
  "largest_force_ev_per_a": 4.2,
  "total_energy_ev": -139386.3681,
  "e_lumo_ev": [-1.4, -1.9],
  "relative_energy_ev": 19.113,
  "s_squared": 0.764,
  "multiplicity": 2,
  "gap_ha": [0.2345, 0.2132]
}


(4)
{
  "formula": "C20H15ClN5O4RuS",
  "method": "ωB97M-V/def2-TZVPD",
  "species": ["Ru", "C", "N", "C", "C", "N", "C", "S", "C", "C", "C", "C", "C", "N", "H", "H", "H", "H", "H", "H", "H", "H", "H", "O", "C", "O", "C", "C", "Cl", "N", "N", "C", "C", "O", "O", "C", "C", "C", "C", "C", "C", "H", "H", "H", "H", "H", "H"],
  "coordinates": [[0.297, 0.772, -0.234], [-1.925, -3.367, -2.560], [-0.701, -2.652, -2.943], [0.114, -3.020, -3.986], [1.116, -2.123, -4.056], [0.908, -1.177, -3.052], [-0.216, -1.545, -2.376], [-0.983, -0.854, -0.979], [1.706, -0.006, -2.917], [2.597, 0.317, -3.931], [3.432, 1.412, -3.790], [3.355, 2.181, -2.636], [2.418, 1.833, -1.697], [1.598, 0.758, -1.815], [-1.896, -4.340, -3.040], [-2.791, -2.804, -2.900], [-1.939, -3.495, -1.481], [-0.087, -3.899, -4.575], [1.966, -2.100, -4.709], [2.636, -0.258, -4.841], [4.125, 1.663, -4.581], [3.981, 3.049, -2.485], [2.266, 2.454, -0.816], [-3.433, 4.694, 2.134], [-3.159, 3.756, 3.010], [-3.638, 3.693, 4.102], [-2.248, 2.617, 2.588], [-1.935, 1.567, 3.422], [-2.299, 1.329, 5.033], [-1.072, 0.691, 2.720], [-0.851, 1.221, 1.483], [-1.527, 2.350, 1.405], [-1.311, 3.138, 0.137], [-1.868, 4.161, -0.114], [-0.388, 2.556, -0.633], [-0.400, -0.439, 3.127], [-0.955, -1.314, 4.105], [-0.241, -2.403, 4.530], [1.026, -2.663, 3.998], [1.570, -1.820, 2.999], [0.864, -0.737, 2.555], [-2.988, 4.611, 1.268], [-1.959, -1.142, 4.462], [-0.665, -3.078, 5.261], [1.598, -3.517, 4.338], [2.564, -2.026, 2.624], [1.337, -0.047, 1.851]],
  "forces_ev_per_a": [[0.15, 0.14, -0.45], [0.04, 0.03, 0.04], [0.26, 0.24, -0.03], [0.17, 0.04, -0.05], [-0.03, -0.10, -0.05], [-0.27, -0.16, -0.01], [-0.17, 0.07, 0.13], [0.05, -0.61, -0.04], [0.11, -0.01, -0.14], [-0.15, -0.06, 0.14], [-0.02, 0.04, 0.09], [-0.02, 0.00, -0.02], [-0.01, 0.17, 0.01], [-0.01, -0.11, 0.04], [-0.07, 0.00, 0.01], [-0.04, -0.05, 0.04], [-0.07, -0.02, -0.01], [0.05, 0.01, -0.04], [-0.01, -0.05, -0.04], [-0.01, 0.00, -0.01], [0.02, 0.01, -0.01], [-0.01, 0.00, 0.02], [0.06, -0.07, -0.08], [0.06, 0.11, -0.03], [-0.44, -0.21, 0.03], [0.15, 0.16, -0.06], [0.15, -0.11, 0.15], [0.09, -0.10, 0.01], [-0.01, 0.03, -0.09], [-0.22, 0.04, -0.07], [0.33, -0.21, 0.04], [-0.14, 0.18, 0.17], [0.19, -0.10, -0.18], [-0.09, -0.05, 0.08], [-0.02, 0.62, 0.14], [-0.09, 0.21, -0.07], [-0.16, -0.19, 0.23], [-0.29, 0.09, 0.10], [0.04, -0.10, 0.05], [-0.02, 0.35, -0.26], [0.48, -0.14, -0.15], [0.04, 0.03, 0.06], [0.01, -0.03, 0.03], [-0.03, 0.01, 0.00], [-0.01, -0.02, 0.03], [0.01, 0.04, -0.04], [-0.07, -0.10, 0.29]],
  "mulliken_spin": [2.484, 0.006, 0.027, -0.001, 0.029, 0.001, -0.014, 0.222, 0.002, 0.013, 0.019, -0.001, 0.032, -0.036, 0.002, 0.001, -0.001, 0.000, 0.001, 0.002, -0.001, 0.000, 0.000, 0.000, 0.001, 0.003, 0.012, -0.005, 0.022, 0.078, -0.044, 0.059, 0.028, 0.052, 0.217, 0.270, 0.088, 0.023, 0.242, 0.093, 0.092, 0.001, -0.004, 0.006, -0.001, 0.004, -0.024],
  "charge": 3,
  "largest_force_ev_per_a": 0.6,
  "total_energy_ev": -62533.8526,
  "e_lumo_ev": [-10.5, -13.4],
  "relative_energy_ev": 0.000,
  "s_squared": 6.039,
  "multiplicity": 5,
  "gap_ha": [0.2746, 0.1688]
}